Computed, not measured: a structure of composition C35H34BrGe2N2O2S2Tl, with ωB97M-V/def2-TZVPD.

The calculation puts the total energy at -9310.65421 Ha. As for the spin multiplicity: 2. Its net charge is +1. For the HOMO energy (alpha / beta), the calculation gives -10.46 / -10.57 eV. As for the expectation value of S²: 0.772.

XYZ file:
```
79
Properties=species:S:1:pos:R:3:forces:R:3:mulliken_charge:R:1
Tl 1.47834 -0.98977 0.82854 0.09 -0.15 0.18 0.62
S 1.39451 -1.22103 3.44533 -0.19 0.09 -0.74 -0.47
C 3.01067 -1.14887 4.02300 0.13 0.01 0.12 0.83
C 3.15955 -1.05909 5.42526 -0.08 -0.02 -0.07 -0.92
C 4.39284 -0.99951 6.01465 0.04 -0.01 -0.05 -0.50
C 5.57039 -1.04119 5.23157 0.00 0.00 0.02 -0.56
C 5.47489 -1.13529 3.87987 -0.03 0.00 0.05 -0.63
C 4.20649 -1.18529 3.22172 0.00 -0.01 -0.09 0.70
S 4.22416 -1.29217 1.54015 -0.11 0.02 -0.10 -0.27
H 2.26311 -1.03868 6.03029 0.02 0.03 0.02 0.45
H 4.46432 -0.91851 7.09150 0.01 -0.02 -0.01 0.38
H 6.54260 -0.99957 5.70333 -0.02 0.00 0.03 0.38
H 6.36294 -1.17082 3.26396 -0.02 0.00 -0.02 0.42
C -0.93899 -3.61037 1.71742 -0.02 -0.01 -0.02 -1.28
O -0.93613 -2.25479 1.26857 0.04 -0.02 0.03 0.40
C -2.12214 -1.57539 1.30144 -0.04 -0.11 0.09 -0.29
C -3.34762 -2.18874 1.46973 0.01 -0.03 0.02 -0.26
C -4.50426 -1.41803 1.45051 -0.10 0.01 -0.01 -1.13
Br -6.18069 -2.27559 1.62053 0.04 0.01 0.01 -0.17
C -4.44869 -0.05414 1.30022 0.03 0.02 -0.01 -0.27
C -3.20836 0.57238 1.15089 -0.10 -0.01 -0.02 1.16
C -2.03882 -0.18934 1.12951 0.05 0.22 -0.03 0.33
O -0.82808 0.38094 0.93695 -0.11 -0.22 0.39 -0.28
C -3.09102 2.02348 1.02537 -0.02 0.07 -0.03 -0.33
N -1.93359 2.63587 0.92240 0.07 0.10 0.07 -0.10
C -2.21136 3.99202 0.85381 -0.06 -0.02 0.01 0.23
C -1.35806 5.08851 0.75207 0.03 0.00 -0.01 -0.80
C -1.93391 6.34117 0.69530 0.01 0.01 -0.01 -0.60
C -3.32694 6.51180 0.73738 0.00 -0.02 0.00 -0.44
C -4.18381 5.43469 0.84851 -0.04 -0.01 0.01 -1.08
C -3.59627 4.17642 0.91033 0.06 -0.02 -0.04 0.58
N -4.12863 2.90220 1.02076 -0.09 0.03 -0.02 -0.04
H -1.50981 -4.24765 1.03925 0.00 0.01 -0.02 0.38
H -1.34730 -3.68248 2.72599 0.00 0.02 0.00 0.41
H 0.09935 -3.93108 1.72505 0.01 0.01 0.01 0.30
H -3.42903 -3.25612 1.60865 0.03 -0.01 -0.01 0.53
H -5.36580 0.51876 1.30001 0.00 -0.01 0.01 0.53
H -0.97683 1.38429 0.99009 0.12 0.10 -0.24 0.57
H -0.28393 4.95603 0.72883 -0.02 0.00 -0.02 0.44
H -1.30166 7.21583 0.61871 -0.01 -0.01 0.00 0.40
H -3.73719 7.51131 0.68342 0.00 -0.01 0.01 0.40
H -5.25731 5.56698 0.88631 0.02 0.01 0.00 0.40
H -5.10450 2.67764 1.09792 0.01 -0.03 0.00 0.21
C 4.06061 0.74689 -1.61342 -0.02 0.01 -0.06 -0.90
Ge 2.29245 1.15629 -2.33371 -0.26 -0.25 0.00 0.61
C 1.49712 2.60175 -1.28106 0.04 -0.01 -0.08 -1.11
C 2.32449 1.48086 -4.26036 0.03 0.06 0.09 -1.13
Ge 0.84904 -0.81677 -1.93082 0.37 0.04 0.44 -0.99
C 1.52784 -2.56805 -2.42781 0.04 0.09 0.04 0.49
C 2.70417 -2.62350 -3.17568 -0.07 -0.04 0.01 -0.26
C 3.24625 -3.84665 -3.54643 0.01 -0.01 0.01 -0.84
C 2.62023 -5.02415 -3.16527 0.00 0.01 0.01 -0.45
C 1.45010 -4.98117 -2.41696 0.00 0.03 0.02 -0.89
C 0.90747 -3.75980 -2.04819 0.06 0.01 -0.04 0.30
C -1.06669 -0.59549 -2.12078 0.09 0.05 0.14 0.87
C -2.01007 -1.56438 -1.77675 -0.01 0.04 -0.15 0.43
C -3.36286 -1.32496 -1.96760 0.02 -0.02 -0.04 -0.82
C -3.78485 -0.11842 -2.51053 0.01 0.00 0.01 -0.57
C -2.85552 0.84981 -2.86479 0.00 0.02 0.02 -0.95
C -1.50247 0.61500 -2.66291 -0.04 -0.06 0.05 -0.05
H 4.74962 1.53591 -1.91947 0.01 -0.02 0.02 0.48
H 4.44749 -0.20667 -1.97181 0.00 0.02 0.00 0.33
H 4.03368 0.72115 -0.52371 0.02 0.02 -0.02 0.18
H 2.09351 3.50640 -1.40932 -0.02 0.00 0.03 0.51
H 1.51010 2.32901 -0.22410 -0.01 0.04 0.01 0.23
H 0.46910 2.81624 -1.57072 0.01 0.00 0.02 0.41
H 2.95590 2.34441 -4.47313 -0.02 -0.01 -0.02 0.44
H 1.32319 1.67585 -4.64289 0.01 0.00 -0.01 0.38
H 2.73406 0.61524 -4.78050 -0.01 0.02 -0.01 0.37
H 3.19799 -1.70705 -3.48060 0.03 -0.03 0.00 0.20
H 4.15849 -3.88017 -4.12753 -0.01 0.00 -0.01 0.42
H 3.04446 -5.97836 -3.44867 0.00 0.01 -0.01 0.40
H 0.96234 -5.90038 -2.11896 0.01 0.00 -0.01 0.43
H -0.00152 -3.73831 -1.45983 0.01 -0.04 0.01 0.24
H -1.69326 -2.51128 -1.36174 -0.03 -0.01 0.02 -0.07
H -4.08905 -2.08087 -1.69561 0.00 0.01 0.00 0.50
H -4.84119 0.06324 -2.66418 0.01 0.00 0.00 0.44
H -3.18383 1.78525 -3.29926 0.01 0.00 0.01 0.46
H -0.78177 1.37632 -2.94000 -0.04 0.03 0.00 0.25
```
Forces are in eV/Å.

Computed, not measured: a structure of composition C35H34N2O10Tb, with ωB97M-V/def2-TZVPD.

The relative energy (zero: lowest compared OMol25 entry of this formula, charge and spin) comes out at 563.2 kJ/mol. The calculation puts the total energy at -3040.48496 Ha. As for the spin multiplicity: 7. Its net charge is -1. For the HOMO energy (alpha / beta), the calculation gives -2.03 / -5.65 eV. As for the expectation value of S²: 12.704.

XYZ file:
```
82
Properties=species:S:1:pos:R:3:forces:R:3:mulliken_charge:R:1
Tb 1.17407 1.49390 -1.55491 -0.27 1.36 2.19 -0.47
C 3.86812 4.42150 1.59250 -0.06 0.12 -0.07 -0.51
O 2.57444 4.90676 1.17676 0.36 0.04 0.16 -0.49
C 1.93313 4.08090 0.35253 -0.10 -0.24 -0.04 0.69
O 2.36428 2.99760 0.00694 0.13 0.42 0.13 -0.44
N 0.75009 4.61857 -0.03654 0.29 -0.24 0.03 -0.27
N -0.06164 3.89786 -0.88661 0.06 -0.25 0.02 -0.21
H 4.22901 5.14797 2.31336 -0.01 0.04 0.02 0.22
H 4.53811 4.36548 0.73693 -0.02 0.01 -0.03 0.34
H 3.77889 3.44320 2.05254 -0.04 -0.03 -0.02 0.13
H 0.46792 5.49466 0.35144 -0.10 0.32 0.14 0.21
H -0.20929 4.36219 -1.76470 -0.07 0.08 -0.28 0.34
H -0.90023 3.56925 -0.43661 -0.20 -0.07 0.09 0.20
C -0.83489 -3.42089 2.51400 -0.35 -0.23 0.20 -1.84
C 0.15724 -3.10081 1.43328 -0.03 0.39 -0.31 1.54
C 1.10396 -4.26434 1.18758 0.11 -0.14 -0.05 -1.97
O -0.56010 -2.73945 0.26629 0.19 -0.09 0.00 -0.17
C 0.30389 -1.84198 -0.43316 -0.30 0.03 0.23 -1.50
C 0.86149 -0.96989 0.72604 -0.52 0.05 0.06 -0.89
O 0.91901 -1.93509 1.78361 0.08 -0.13 -0.02 -0.35
C 0.19089 0.34769 1.24322 -0.26 -0.17 0.16 1.81
O -0.02692 1.20718 0.18255 -0.32 -0.41 1.38 0.70
C 1.14538 1.03020 2.26364 -0.23 0.05 -0.04 -0.18
C 0.74753 2.28898 2.72460 -0.04 0.06 0.01 -0.40
C 1.49688 2.99377 3.64926 0.04 -0.07 0.06 -0.50
C 2.68065 2.44581 4.14920 -0.09 -0.11 -0.06 -0.78
C 3.09315 1.20311 3.69217 -0.12 0.04 -0.07 -0.77
C 2.32927 0.49933 2.75311 0.17 -0.05 0.10 0.01
C -1.13571 0.10549 2.01751 -0.01 0.03 -0.08 0.84
C -2.30819 0.57794 1.44274 -0.18 0.05 0.07 -0.64
C -3.53298 0.46192 2.09856 0.10 -0.02 0.02 -0.60
C -3.59952 -0.12060 3.35689 0.12 -0.02 -0.03 -0.79
C -2.42761 -0.58071 3.95555 -0.02 0.15 -0.06 -0.40
C -1.21107 -0.46368 3.29501 0.13 0.25 -0.06 -0.75
C -0.21546 -1.26869 -1.77035 -0.10 -0.02 -0.32 2.48
O 0.80122 -0.40335 -2.15806 -0.96 -2.01 -0.52 -0.21
C -0.34531 -2.41306 -2.82369 1.13 0.95 -0.95 -0.63
C 0.26602 -2.23813 -4.06305 -0.25 3.04 4.40 -0.46
C 0.16705 -3.21501 -5.05156 0.06 -2.53 -3.39 -1.03
C -0.53636 -4.38915 -4.81451 -0.92 -0.90 1.04 -0.32
C -1.14753 -4.57333 -3.57994 0.23 -3.16 -4.43 -1.26
C -1.05889 -3.59394 -2.59522 -0.13 2.79 3.66 -0.03
C -1.59941 -0.58501 -1.76347 0.12 -0.08 -0.13 0.21
C -1.80471 0.54264 -2.56036 -0.09 -0.23 0.07 -0.28
C -3.06414 1.10867 -2.69086 -0.03 0.07 0.09 -0.96
C -4.15317 0.55812 -2.02379 0.04 -0.07 0.02 -0.75
C -3.95946 -0.56967 -1.23775 0.01 0.06 -0.04 -0.71
C -2.69585 -1.13598 -1.11027 -0.11 -0.10 0.05 0.10
H -1.31221 -4.37881 2.28667 0.02 0.06 0.07 0.48
H -1.59641 -2.64159 2.57469 0.16 -0.28 -0.06 0.29
H -0.32107 -3.50040 3.47637 -0.07 -0.01 -0.08 0.38
H 0.54391 -5.12138 0.80285 0.06 0.08 0.06 0.34
H 1.57947 -4.54261 2.13172 -0.02 0.01 -0.08 0.46
H 1.88989 -4.00547 0.47825 -0.06 0.02 -0.01 0.37
H 1.17681 -2.39386 -0.77641 0.26 -0.22 -0.02 0.36
H 1.87561 -0.70441 0.44010 0.31 0.09 0.02 1.68
H -0.17816 2.70902 2.33830 0.09 -0.06 0.04 0.31
H 1.15937 3.96943 3.98826 0.04 -0.09 -0.02 0.38
H 3.27037 2.98655 4.88232 -0.03 -0.03 -0.05 0.36
H 4.01432 0.76577 4.06430 -0.06 0.02 -0.02 0.40
H 2.67148 -0.47986 2.43177 -0.07 0.14 0.06 0.47
H -2.24419 1.04828 0.46882 -0.02 -0.06 0.08 0.04
H -4.43516 0.82970 1.61791 0.08 -0.03 0.03 0.50
H -4.55054 -0.20863 3.87197 0.06 0.00 -0.02 0.40
H -2.46125 -1.02546 4.94579 0.01 0.02 -0.08 0.41
H -0.30500 -0.81797 3.77801 -0.08 0.07 -0.08 0.34
H 0.82500 -1.33123 -4.24608 0.00 0.01 0.10 0.36
H 0.64816 -3.05260 -6.01062 -0.07 -0.06 0.10 0.45
H -0.60796 -5.15326 -5.58265 -0.01 0.07 0.10 0.38
H -1.70242 -5.48341 -3.38072 0.05 0.02 -0.09 0.40
H -1.55130 -3.75527 -1.64437 0.08 0.08 -0.08 0.41
H -0.98664 0.95532 -3.12986 0.11 0.06 -0.16 0.58
H -3.19419 1.97618 -3.32869 0.02 -0.03 0.02 0.50
H -5.14041 0.99596 -2.12743 0.05 -0.03 0.01 0.37
H -4.79516 -1.01019 -0.70572 0.02 0.00 -0.01 0.46
H -2.56206 -2.00227 -0.47433 -0.03 0.08 -0.06 0.16
O 3.84196 1.23285 -4.45283 0.43 -0.23 -0.52 -0.67
C 3.00638 1.53139 -3.64410 -0.08 0.41 0.74 0.52
O 3.13544 1.50038 -2.33709 1.21 -0.03 -1.39 -0.58
C 1.59721 2.09179 -4.16218 0.14 0.60 0.53 0.65
O 1.26086 1.94034 -5.30250 -0.15 -0.15 -0.72 -0.65
O 0.89465 2.72781 -3.23492 0.10 0.46 -1.84 -0.54
```
Forces are in eV/Å.